i | The following is a DFT calculation (wB97M-V/def2-TZVPD) of one molecule with the formula H2P2S4.

Gap between HOMO and LUMO   7.60 eV
E_LUMO   -1.65 eV
Highest occupied orbital energy   -9.25 eV

Last column: natural (NBO) charge in e.
CARTESIAN COORDINATES (ANGSTROEM)
S (-3.03, -0.03, 2.53)  -0.377
P (-1.40, 0.07, 1.23)  0.689
S (0.82, -0.76, 1.29)  -0.357
P (1.14, -1.10, -0.93)  0.552
S (1.88, 0.74, -1.56)  -0.256
S (-1.22, -0.66, -0.87)  -0.382
H (-1.05, 1.26, 0.61)  -0.005
H (2.86, 0.49, -2.30)  0.135



ii | The following is a DFT calculation (wB97M-V/def2-TZVPD) of one molecule with the formula H2P2S4.

Gap between HOMO and LUMO   6.82 eV
E_LUMO   -2.03 eV
Highest occupied orbital energy   -8.85 eV

Last column: natural (NBO) charge in e.
CARTESIAN COORDINATES (ANGSTROEM)
P (-0.95, -0.34, -0.64)  0.624
P (1.63, 0.24, 0.53)  0.757
S (2.84, -0.54, -0.67)  -0.412
S (-0.50, -1.04, 1.15)  -0.370
S (0.81, 1.96, 0.25)  -0.501
S (-3.01, -0.23, -0.56)  -0.182
H (1.99, 0.29, 1.80)  -0.060
H (-2.81, -0.33, -1.87)  0.145



Energy ordering: ii at the bottom, the next structure 0.677 eV above.



i | The following is a DFT calculation (wB97M-V/def2-TZVPD) of one molecule with the formula C2H3NS.

Gap between HOMO and LUMO (alpha / beta)   7.77 / 7.83 eV
E_LUMO (alpha / beta)   -0.04 / -0.01 eV
Highest occupied orbital energy (alpha / beta)   -7.80 / -7.84 eV

Last column: natural (NBO) charge in e.
CARTESIAN COORDINATES (ANGSTROEM)
C (0.77, -0.39, 0.51)  -0.194
C (2.88, 1.12, 0.23)  -0.351
N (-0.24, -0.37, -0.35)  -0.743
S (2.57, -0.35, -0.16)  0.319
H (0.76, 0.48, 1.23)  0.190
H (-0.49, -1.01, -0.98)  0.392
H (-0.79, 0.38, -0.10)  0.387



ii | The following is a DFT calculation (wB97M-V/def2-TZVPD) of a 2-piece molecular cluster, C2H3NS overall.

Gap between HOMO and LUMO (alpha / beta)   7.18 / 7.22 eV
E_LUMO (alpha / beta)   -1.24 / -1.15 eV
Highest occupied orbital energy (alpha / beta)   -8.42 / -8.37 eV

Last column: natural (NBO) charge in e.
CARTESIAN COORDINATES (ANGSTROEM)
C (-0.17, 0.02, -1.06)  -0.211
C (0.32, -1.08, -1.21)  -0.279
H (-0.72, 0.83, -0.75)  0.229
H (0.70, -1.87, -1.77)  0.228
N (-0.43, 0.56, 1.41)  -0.781
S (0.93, 1.16, 1.01)  0.458
H (-0.63, 0.39, 2.36)  0.356



iii | The following is a DFT calculation (wB97M-V/def2-TZVPD) of one molecule with the formula C2H3NS.

Gap between HOMO and LUMO   8.27 eV
E_LUMO   0.52 eV
Highest occupied orbital energy   -7.75 eV

Last column: natural (NBO) charge in e.
CARTESIAN COORDINATES (ANGSTROEM)
C (0.49, 0.92, 0.02)  -0.190
C (-1.40, -0.49, 0.36)  -0.016
N (-0.64, 0.38, 0.01)  -0.326
S (1.84, -0.26, 0.00)  -0.005
H (0.63, 1.98, 0.01)  0.226
H (-1.93, -1.14, -0.33)  0.169
H (1.02, -1.38, -0.06)  0.141



Energy ordering: iii at the bottom, the next structure 1.819 eV above.



i | The following is a DFT calculation (wB97M-V/def2-TZVPD) of C8H16N3 as an isolated structure.

Gap between HOMO and LUMO (alpha / beta)   5.93 / 8.41 eV
Charge   +1
E_LUMO (alpha / beta)   -4.49 / -3.74 eV
Highest occupied orbital energy (alpha / beta)   -10.42 / -12.15 eV

Last column: natural (NBO) charge in e.
CARTESIAN COORDINATES (ANGSTROEM)
C (-2.54, 0.54, -0.04)  0.334
C (-0.94, -1.22, 0.01)  0.255
C (-3.44, 1.46, 0.17)  -0.592
C (0.31, 0.95, -0.23)  0.264
C (0.38, -0.40, 0.17)  -0.042
C (-0.86, -2.75, -0.06)  -0.691
C (0.63, 1.53, -1.52)  -0.710
C (1.65, -1.15, -0.43)  -0.617
N (-2.06, -0.56, 0.04)  -0.407
N (0.27, 1.90, 0.90)  -0.809
N (0.55, -0.39, 1.65)  -0.821
H (-4.37, 1.18, 0.61)  0.249
H (-3.50, 2.26, -0.45)  0.229
H (-0.62, -3.07, -1.11)  0.254
H (-1.79, -3.31, 0.03)  0.262
H (-0.34, -3.11, 0.79)  0.226
H (0.11, 2.44, -1.83)  0.254
H (0.55, 0.85, -2.36)  0.256
H (1.69, 1.83, -1.59)  0.241
H (1.83, -2.08, -0.14)  0.236
H (2.44, -0.50, -0.55)  0.228
H (1.35, -1.45, -1.44)  0.239
H (-0.62, 2.41, 1.05)  0.437
H (0.49, 0.95, 1.57)  0.454
H (1.11, -1.25, 1.90)  0.437
H (-0.43, -0.50, 2.09)  0.407
H (0.92, 2.71, 0.91)  0.427



ii | The following is a DFT calculation (wB97M-V/def2-TZVPD) of an isolated ion of composition C8H16N3 and charge +1.

Gap between HOMO and LUMO   7.76 eV
Charge   +1
E_LUMO   -4.47 eV
Highest occupied orbital energy   -12.23 eV

Last column: natural (NBO) charge in e.
CARTESIAN COORDINATES (ANGSTROEM)
C (-0.16, 1.07, -0.14)  0.244
C (-0.95, -0.06, 0.15)  -0.175
C (2.54, -0.45, -0.92)  0.182
C (-3.29, -1.15, 0.00)  -0.671
C (-3.09, 1.15, -0.60)  -0.715
C (-0.51, -1.47, 0.34)  -0.640
C (3.13, 0.84, 1.23)  -0.473
C (-2.31, -0.03, -0.19)  0.308
N (1.17, 1.20, -0.13)  -0.312
N (2.19, 0.29, 0.16)  -0.314
N (3.69, -0.98, -0.78)  -0.761
H (-0.78, 1.85, -0.45)  0.230
H (-4.02, -1.34, -0.76)  0.260
H (-2.73, -2.04, 0.18)  0.239
H (-3.80, -0.73, 0.77)  0.252
H (-2.78, 2.15, -0.43)  0.234
H (-3.24, 1.30, -1.77)  0.274
H (-4.06, 1.14, -0.28)  0.246
H (0.61, -1.53, 0.64)  0.235
H (-0.99, -1.90, 1.19)  0.233
H (-0.58, -1.93, -0.56)  0.233
H (4.19, 0.87, 0.90)  0.217
H (2.82, 1.91, 1.46)  0.236
H (3.00, 0.10, 2.11)  0.242
H (1.60, 2.04, -0.57)  0.411
H (3.99, -1.46, -1.57)  0.411
H (4.36, -0.83, 0.02)  0.377



Energy ordering: ii at the bottom, the next structure 1.688 eV above.



i | The following is a DFT calculation (wB97M-V/def2-TZVPD) of C4H6O2P as an isolated structure.

Gap between HOMO and LUMO (alpha / beta)   6.51 / 6.51 eV
Charge   -1
E_LUMO (alpha / beta)   4.21 / 4.21 eV
Highest occupied orbital energy (alpha / beta)   -2.30 / -2.30 eV

Last column: natural (NBO) charge in e.
CARTESIAN COORDINATES (ANGSTROEM)
C (0.75, -0.57, -0.88)  -0.237
C (1.05, -0.16, 0.47)  -0.345
C (-0.32, -0.04, -1.51)  -0.721
C (0.07, 0.40, 1.17)  -0.479
O (-1.13, 2.54, -1.78)  -1.171
O (-2.46, 1.17, -0.24)  -1.018
P (-0.89, 1.52, -0.72)  1.582
H (1.51, -1.18, -1.31)  0.172
H (2.16, -0.21, 0.87)  0.173
H (-0.32, -0.16, -2.56)  0.200
H (-0.91, 0.02, 0.88)  0.185
H (0.12, 0.80, 2.19)  0.201
H (-2.60, 0.30, -0.18)  0.458



ii | The following is a DFT calculation (wB97M-V/def2-TZVPD) of an isolated ion of composition C4H6O2P and charge -1.

Gap between HOMO and LUMO   6.98 eV
Charge   -1
E_LUMO   3.87 eV
Highest occupied orbital energy   -3.11 eV

Last column: natural (NBO) charge in e.
CARTESIAN COORDINATES (ANGSTROEM)
C (2.64, 0.39, 0.85)  -0.497
C (1.37, 0.18, 0.56)  -0.152
C (0.71, 0.02, -0.75)  -0.340
C (-0.63, -0.06, -0.80)  -0.441
P (-2.06, 0.29, 0.47)  1.270
O (-3.03, 1.09, -0.38)  -1.204
O (-2.67, -1.31, 0.27)  -1.046
H (3.27, 0.51, -0.01)  0.182
H (2.81, 0.41, 1.91)  0.202
H (0.74, 0.14, 1.45)  0.191
H (1.49, -0.11, -1.49)  0.178
H (-1.24, -0.30, -1.79)  0.190
H (-3.39, -1.23, -0.30)  0.466



Energy ordering: ii at the bottom, the next structure 0.873 eV above.